Computed, not measured: a cluster of 2 separate species, C2H5S in total in a non-equilibrium geometry, with the ωB97M-V functional and the def2-TZVPD basis.

```
8
Properties=species:S:1:pos:R:3:forces:R:3
S 1.79582 0.03870 0.14439 0.21 0.12 -0.14
H 1.29900 -0.53284 1.24656 0.02 -0.11 0.14
C -1.70195 -0.11388 0.47094 -0.55 -0.25 0.65
C -1.95664 0.11059 -0.80714 0.41 1.10 0.55
H -0.72931 0.01399 0.92866 0.22 -0.29 -0.45
H -2.49827 -0.40966 1.14870 -0.19 0.14 0.02
H -1.10889 0.44767 -1.39312 -0.16 -0.12 -0.38
H -2.97794 0.28282 -1.12902 0.04 -0.60 -0.39
```
Forces are in eV/Å.

Energy above the lowest of the compared OMol25 structures with the same formula, charge and spin   78.1 kJ/mol
LUMO energy   4.329 eV
HOMO level   -2.465 eV
Net charge   -1
Calculated total energy   -477.3776 Ha
Molecular weight   61.13 g mol⁻¹

Mulliken population analysis, charges in e, atoms 1 to 4: -0.839, -0.078, -0.274, -0.457


Computed, not measured: the molecule C5H8O in a non-equilibrium geometry, with the ωB97M-V functional and the def2-TZVPD basis.

```
14
Properties=species:S:1:pos:R:3:forces:R:3
C 1.84089 -1.89507 -0.34104 -0.25 -0.28 0.69
C 1.55183 -0.77371 0.32429 1.04 -0.01 -0.47
C 0.21628 -0.16844 0.51852 -0.41 -0.46 0.63
C -0.20713 0.97770 -0.01065 0.57 -0.55 -1.50
C -1.61213 1.38183 -0.38087 0.59 -0.17 -0.13
O -2.61241 0.84321 0.43609 -0.51 0.04 0.35
H 2.86405 -2.24979 -0.38110 0.06 0.23 -0.06
H 1.13134 -2.61263 -0.72803 -0.39 0.26 -0.18
H 2.45616 -0.29077 0.68864 -0.31 0.48 0.17
H -0.42840 -0.80342 1.12567 -0.38 0.07 -0.31
H 0.54881 1.48722 -0.60977 -0.09 0.24 0.10
H -1.80237 0.99024 -1.39141 0.19 -0.23 0.14
H -1.66418 2.46157 -0.57297 -0.23 0.12 0.80
H -2.28275 0.65206 1.32265 0.11 0.26 -0.22
```
Forces are in eV/Å.

Energy above the lowest of the compared OMol25 structures with the same formula, charge and spin   212.6 kJ/mol
LUMO energy   0.877 eV
HOMO level   -9.243 eV
Calculated total energy   -270.4769 Ha
Molecular weight   84.12 g mol⁻¹

Mulliken population analysis, charges in e, atoms 1 to 4: -0.687, -0.394, -0.114, -0.240


Computed, not measured: a structure of composition I3V in a non-equilibrium geometry, with the ωB97M-V functional and the def2-TZVPD basis.

```
4
Properties=species:S:1:pos:R:3:forces:R:3
V -0.11670 0.05919 0.15653 0.26 -0.14 -0.39
I 2.14317 -0.33509 1.35423 -0.88 0.15 -0.38
I -1.66577 -2.00879 -0.29394 0.60 0.92 0.19
I -0.36070 2.28469 -1.21683 0.01 -0.94 0.58
```
Forces are in eV/Å.

Energy above the lowest of the compared OMol25 structures with the same formula, charge and spin   0.0 kJ/mol
LUMO energy (alpha / beta)   -2.863 / -1.321 eV
Multiplicity   3
HOMO level (alpha / beta)   -9.617 / -9.840 eV
⟨S²⟩   2.08
Calculated total energy   -1837.1383 Ha
Molecular weight   431.66 g mol⁻¹

Partial atomic charges computed with the Mulliken method, in multiples of e: 0.247, -0.065, -0.087, -0.095


Computed, not measured: a cluster of 2 separate species, C5H8N2 in total, with the ωB97M-V functional and the def2-TZVPD basis.

```
15
Properties=species:S:1:pos:R:3:forces:R:3
C 1.88864 0.97032 0.09554 0.05 0.03 -0.02
C 0.60354 0.53717 0.69187 -0.37 0.44 0.12
N -0.59762 0.90167 0.70840 0.60 0.13 0.03
C -0.18162 -0.20124 1.66030 -0.04 -0.25 0.34
H 2.26220 1.79437 0.71118 0.08 -0.07 -0.09
H 1.73235 1.34443 -0.92059 0.00 -0.05 0.15
H 2.64298 0.18014 0.08784 -0.15 0.07 0.02
H -0.54812 -1.21108 1.45751 0.09 0.21 -0.07
H -0.15566 0.07830 2.71248 0.01 -0.12 -0.08
C -2.18293 -0.43718 -1.20275 0.05 -0.16 -0.15
C -1.01949 -0.98162 -1.43667 0.23 -0.06 0.05
N 0.10200 -1.45547 -1.61535 -0.61 0.24 0.10
H -2.89585 -0.93078 -0.55502 0.02 -0.04 -0.18
H -2.37917 0.57346 -1.53922 0.01 -0.18 -0.04
H 0.72874 -1.16251 -0.85553 0.03 -0.20 -0.17
```
Forces are in eV/Å.

Energy above the lowest of the compared OMol25 structures with the same formula, charge and spin   355.2 kJ/mol
LUMO energy   0.911 eV
HOMO level   -8.997 eV
Calculated total energy   -304.7002 Ha
Molecular weight   96.13 g mol⁻¹

Mulliken population analysis, charges in e, atoms 1 to 4: -1.076, 0.190, -0.417, -0.129


What is the calculated total energy in the first record? -477.3776 Ha


energy above the lowest of the compared OMol25 structures with the same formula, charge and spin of number 2 (C5H8O)? 212.6 kJ/mol